# C45H44CsN6O3S

A structure of composition C45H44CsN6O3S (ωB97M-V/def2-TZVPD, the Open Molecules 2025 dataset).

CARTESIAN COORDINATES (ANGSTROEM)
1 Cs 0.20067 -0.74628 -0.27398
2 S -3.73329 -0.76878 0.31438
3 O 7.65859 -1.66265 2.68130
4 O 2.30047 0.11453 7.65875
5 O -3.28785 2.97325 3.38019
6 N -3.32541 1.69459 -0.53940
7 N -3.27070 1.40047 1.76546
8 N 3.15022 -0.65846 0.78566
9 N 0.26849 2.05617 -0.63458
10 N 1.13454 -0.81504 2.94147
11 N 0.12110 0.21532 -2.93939
12 C 6.84625 -2.53354 1.90670
13 C 0.96945 -6.81828 -0.11756
14 C -5.81959 2.66775 0.89145
15 C -6.84574 3.40146 0.31651
16 C 4.07822 -0.93175 -0.12091
17 C -3.73231 2.58151 2.31717
18 C 0.10890 1.49249 -3.04666
19 C 2.05874 0.33487 5.30890
20 C 1.36195 -0.01358 -6.27746
21 C 1.71419 -4.52348 -0.01450
22 C -5.88488 5.43508 1.17198
23 C 3.40482 -0.96831 2.05884
24 C -4.25770 4.16219 -2.01487
25 C 1.98680 -5.91022 -0.04852
26 C 0.38237 3.20698 0.04256
27 C -3.44994 0.85633 0.49432
28 C -2.55323 2.93949 -0.58448
29 C -2.82798 3.65586 -1.89626
30 C 0.18955 2.42303 -1.95308
31 C 1.33614 -0.47695 -4.97041
32 C 0.05402 -0.54851 -4.17991
33 C -2.99905 -5.40434 -0.22553
34 C 4.57617 -1.60522 2.45154
35 C -1.95294 -4.52741 -0.15752
36 C 0.24147 3.81836 -2.09220
37 C 3.72470 -0.80375 -5.07927
38 C 2.55511 0.05951 -6.98389
39 C 0.44870 -3.96257 -0.04498
40 C -1.46043 -7.24838 -0.22548
41 C -2.74708 -6.79145 -0.26016
42 C 5.54880 -1.88748 1.50614
43 C -4.86859 4.70622 1.76294
44 C -0.59733 -4.94973 -0.11836
45 C 2.53465 -0.87304 -4.37939
46 C -0.36582 -6.35236 -0.15437
47 C 0.37223 4.32832 -0.80002
48 C 0.30794 -0.52845 3.93832
49 C 0.71042 0.04280 5.13434
50 C 2.43059 -0.57670 3.11982
51 C 3.73997 -0.33244 -6.38648
52 C 5.29863 -1.51457 0.19395
53 C 2.92780 0.00321 4.28657
54 C 2.54658 0.99389 6.56883
55 C -4.82516 3.32252 1.61161
56 C -6.87323 4.78193 0.44652
57 H -0.73645 -0.76206 3.76564
58 H 2.55641 0.42916 -8.00100
59 H 1.16373 -7.88478 -0.14644
60 H 2.51953 -1.24333 -3.36200
61 H 7.69959 -0.81569 2.22272
62 H -0.01185 0.26165 5.90741
63 H -4.41576 4.68502 -2.95772
64 H -3.43731 1.22415 -1.42901
65 H -4.49285 4.85042 -1.20244
66 H 6.65834 -3.40219 2.54048
67 H -5.91049 6.51109 1.27925
68 H 2.00743 1.93840 6.71691
69 H 3.01284 -6.26166 -0.02130
70 H -4.97610 3.34453 -1.96178
71 H 0.43770 0.29942 -6.74673
72 H -2.11550 4.48003 -1.96961
73 H -4.01820 -5.03927 -0.25107
74 H -7.66899 5.35083 -0.01430
75 H 4.67102 -0.27400 -6.93293
76 H -4.09946 5.18994 2.34816
77 H 0.03908 1.96883 -4.03935
78 H -2.84972 3.58504 0.24343
79 H 4.64639 -1.11952 -4.60733
80 H -0.13736 -1.59345 -3.91620
81 H 0.21283 4.36637 -3.02112
82 H -2.13573 -3.45840 -0.12763
83 H 2.58807 -3.87138 0.04336
84 H 0.45413 5.36326 -0.50413
85 H -0.78405 -0.22013 -4.81230
86 H 0.46948 3.20099 1.12132
87 H -5.80645 1.59202 0.79091
88 H -2.58456 2.98337 -2.72511
89 H 3.61655 1.21993 6.47792
90 H -3.57384 -7.49055 -0.31427
91 H 7.38390 -2.87459 1.01404
92 H -7.62195 2.89142 -0.23755
93 H -1.25858 -8.31386 -0.25185
94 H -2.85553 0.76455 2.43618
95 H 2.64693 0.52130 8.45915
96 H 3.84494 -0.65862 -1.14284
97 H 4.72274 -1.88964 3.48404
98 H 3.98487 0.21185 4.37925
99 H -1.48278 2.70699 -0.48588
100 H 6.02598 -1.70194 -0.58484

Atoms 1-6, force components in eV/Å:
Cs -0.282 -1.091 0.864
S -0.053 -0.121 0.074
O 0.075 0.171 0.050
O 0.042 -0.052 0.113
O -0.162 -0.173 -0.218
N -0.080 -0.329 0.073

Summary:
Kohn-Sham gap	5.1625	eV
charge	-1
energy above the lowest of the compared OMol25 structures with the same formula, charge and spin	25.3	kcal/mol
total energy	-2713.785836	a.u.

# C2H13NO4

A cluster of 6 separate species, C2H13NO4 in total (ωB97M-V/def2-TZVPD, the Open Molecules 2025 dataset).

CARTESIAN COORDINATES (ANGSTROEM)
1 O 1.31270 -1.47699 2.41756
2 O -0.97900 -2.38979 0.44160
3 O -1.00268 -1.16466 -2.05087
4 O 2.01863 -0.20832 -0.50518
5 N -0.53198 2.20226 1.14860
6 C -0.34553 2.45098 -0.23576
7 C -0.46288 1.69857 -1.31969
8 H -1.19549 -1.25689 -2.98528
9 H 1.30792 0.38173 -0.82306
10 H 2.01232 -0.85122 2.20196
11 H -0.86874 0.18177 -0.01885
12 H -1.41799 1.80975 1.40128
13 H -0.87325 -0.18028 -1.84772
14 H -1.43331 -2.27307 -0.41091
15 H 2.21400 -0.76584 -1.26011
16 H -0.21609 2.95377 1.72702
17 H 0.65839 -1.26031 1.72901
18 H -1.53522 -2.99334 0.95891
19 H -0.03960 3.51136 -0.33790
20 H -0.33774 2.23681 -2.26748

Atoms 1-6, force components in eV/Å:
O -0.118 0.283 -0.131
O -0.474 -0.833 0.308
O -0.027 0.024 -0.175
O 0.313 0.267 -0.026
N 0.294 -0.611 -0.400
C 0.460 1.919 -0.110

Summary:
Kohn-Sham gap (alpha / beta)	5.4346 / 7.1982	eV
charge	-1
energy above the lowest of the compared OMol25 structures with the same formula, charge and spin	62.0	kcal/mol
2S+1	2
total energy	-439.564734	a.u.

# C23H38N3O2S

A cluster of 2 separate species, C23H38N3O2S in total (ωB97M-V/def2-TZVPD, the Open Molecules 2025 dataset).

CARTESIAN COORDINATES (ANGSTROEM)
1 S -2.20354 3.42687 -1.73653
2 O 4.96108 3.92450 -2.67882
3 O 4.00570 0.53026 -3.06758
4 N 1.75180 0.83488 -3.67522
5 N 1.03643 -0.94761 -1.30479
6 N -0.55903 -2.33591 3.95962
7 C -0.21069 -3.10373 6.34197
8 C 0.55222 -4.55870 4.43421
9 C 3.81297 3.05133 -2.82848
10 C 4.22947 1.81109 -3.71308
11 C 2.66718 0.28622 -2.83370
12 C -1.12120 -2.35104 5.38228
13 C -3.66125 2.88285 -4.15842
14 C 0.44197 0.51347 -3.32060
15 C -0.66162 1.10883 -4.16136
16 C -2.48210 3.76081 -3.54895
17 C -3.14513 1.52096 -4.83296
18 C -1.34521 -0.66285 -1.94551
19 C -0.53526 0.46336 2.04320
20 C -2.07297 0.83377 -3.92858
21 C 2.29496 -0.57198 -1.66343
22 C -1.61414 -1.67178 3.04845
23 C -2.40830 -0.09609 -2.77043
24 C 0.11872 -0.36510 -2.18306
25 C 2.62628 3.91253 -3.40887
26 C -0.34842 -3.77291 3.49205
27 C 0.03223 -4.52906 5.86597
28 C -1.08778 -0.94540 1.80833
29 C 0.73822 -1.58010 3.95531
30 H -2.83767 4.83639 -3.59447
31 H -4.15109 3.53988 -4.94064
32 H -3.48042 -0.31923 -2.55434
33 H 5.35200 1.87814 -3.85399
34 H 0.48058 0.47342 2.43420
35 H 0.60979 -5.59479 4.09215
36 H -1.65083 -1.34979 -1.10714
37 H -0.90623 -5.09152 5.92298
38 H 1.14649 -1.58450 2.94622
39 H -4.38754 2.68955 -3.32022
40 H -0.86441 3.58343 -1.47271
41 H 1.61827 3.41431 -3.35149
42 H -0.66949 -3.12252 7.33455
43 H 4.64446 4.71846 -2.20844
44 H -1.17321 1.03316 2.72494
45 H -2.19734 -0.98807 3.66576
46 H 3.52282 2.69531 -1.79258
47 H -0.48385 1.00340 1.09701
48 H -4.01155 0.83419 -5.05695
49 H 2.53877 4.84554 -2.76283
50 H -1.33325 -4.24421 3.45483
51 H -0.36059 1.80060 -4.99887
52 H 0.54149 -0.57343 4.32041
53 H 0.06409 -3.73263 2.48218
54 H 3.14045 -0.95545 -1.02352
55 H 1.46198 -2.05145 4.60862
56 H -1.53234 3.71948 -4.14780
57 H 2.80255 4.28791 -4.45555
58 H -0.35968 -1.55399 1.26369
59 H -2.28382 -2.47320 2.73206
60 H -2.10427 -2.82403 5.32896
61 H -1.23734 -1.31274 5.69464
62 H 0.74049 -5.02877 6.52991
63 H 0.74103 -2.58467 6.47053
64 H -2.63361 1.80504 -5.80306
65 H -1.94070 -0.82251 1.13388
66 H 1.57504 -4.17448 4.39720
67 H 3.80630 1.85437 -4.76115

Atoms 1-6, force components in eV/Å:
S 0.119 -0.178 -0.072
O -0.675 -0.412 -0.012
O -1.826 0.434 0.420
N 0.194 -1.849 2.810
N 1.976 2.482 -2.935
N -0.364 -0.049 0.119

Summary:
Kohn-Sham gap	8.0251	eV
charge	+1
total energy	-1611.816508	a.u.